No. 1
ORCA calculation (wB97M-V/def2-TZVPD) on 10 unconnected molecules or ions with the total composition C62H57F9N2O2 at a distorted geometry.

Structure (XYZ):
```
132
Properties=species:S:1:pos:R:3:forces:R:3:mulliken_charge:R:1
C -5.108473 -6.528766 -6.085016 -0.1317 -0.0444 -0.2615 0.261
H -8.943822 -10.711984 -0.595857 -0.0015 -0.0294 -0.0090 0.358
C -4.536997 -5.796655 -7.105215 0.0563 0.1262 0.0823 -0.263
F -4.558694 -6.469445 -4.849511 -0.0367 -0.0093 0.0019 -0.252
C 0.913991 -1.135456 2.593734 0.0336 -0.0940 -0.0859 -0.098
C 3.387516 4.448208 2.810801 0.2782 -0.0785 0.0643 0.582
H -5.458535 -0.595848 4.859448 -0.2564 0.0140 -0.2688 0.320
H 2.560407 -4.430689 1.436892 -0.0020 -0.0075 0.0330 0.417
C -7.323970 6.592907 3.529217 0.0686 0.0240 -0.1128 -0.372
H -3.776570 -2.059997 4.375632 0.1818 -0.3665 -0.2956 0.315
C 5.725226 4.030026 2.621595 -0.0879 -0.0302 0.1007 -0.158
C 12.607843 8.082250 6.618080 -0.0854 -0.0956 -0.0150 -0.356
H -3.576869 0.520351 2.905286 -0.0806 -0.5038 -0.2555 0.317
N 0.031016 3.002696 5.056295 -0.2752 0.9023 -2.0177 -0.600
H -3.595554 -4.287894 -4.287397 -0.0085 -0.0200 -0.0077 0.459
H 11.772592 6.949051 8.234537 -0.0036 -0.0052 0.0095 0.365
C -6.697955 7.465866 2.650168 0.0020 0.0614 0.0073 -0.484
C -1.112935 -2.081064 -3.636400 0.0711 0.1964 -0.0772 -0.546
O -4.196515 1.044630 4.794485 -0.3959 -0.1000 0.1441 -0.372
H -0.299151 -4.635293 -1.568900 0.0058 0.0340 0.0174 0.464
H 13.254930 8.666293 7.257719 0.0269 0.0148 -0.0076 0.354
C 10.254095 5.962138 1.140738 0.0652 -0.0955 0.1577 -0.347
C 1.197978 -6.611542 -9.191529 0.0458 -0.0184 -0.0369 -0.562
C -6.223434 -6.649027 -8.595678 -0.0255 -0.0236 -0.0591 -0.469
H -4.658667 -5.303573 -9.184469 0.0170 0.0278 0.0062 0.388
C -2.008632 -4.603446 -2.886101 0.0065 0.1036 -0.0680 -0.530
H 1.320790 -1.843641 4.591763 0.0241 -0.0146 0.0010 0.451
C 5.733773 3.553815 3.925335 0.0182 -0.0130 0.0468 -0.652
C -0.860283 -4.080678 -2.309415 0.1187 -0.1140 0.1474 -0.232
H 10.290954 5.620878 6.769579 -0.0295 -0.0095 -0.0134 0.364
F 0.681494 -2.312525 -2.132455 -0.0258 0.0467 -0.1457 -0.328
F 11.784236 7.769086 3.114248 0.0256 -0.0172 0.2241 -0.206
H 1.675741 -2.817753 -0.236451 0.0488 -0.0252 -0.0681 0.525
C -5.099792 -5.864753 -8.371643 -0.1302 -0.1047 0.0526 -0.574
C -3.377247 -1.262318 4.984781 -1.1258 0.1857 -0.1794 -0.898
H -7.366401 -11.005012 -2.495698 0.0265 0.0154 -0.0120 0.421
C 2.092787 -3.504608 1.745177 0.0624 -0.1557 -0.0558 -0.720
O -2.553907 2.739599 3.299854 -0.6183 0.5799 -0.0460 -0.310
C -6.784457 -7.371936 -7.550951 0.1505 0.1295 -0.0697 -0.598
H -4.481283 3.195156 3.775362 -0.1646 0.4523 0.0786 0.223
H 4.565062 3.153780 5.679497 -0.0348 0.0028 0.0217 0.392
C 1.013330 -1.413740 1.237377 0.0500 -0.0436 -0.0675 -0.602
H -0.749471 -1.099113 -3.908704 0.0303 -0.0091 0.0193 0.433
H -5.572995 7.653275 0.833910 0.0199 -0.0051 -0.0210 0.371
C 11.773474 7.118417 7.166482 0.0044 -0.0038 0.0700 -0.563
C -7.226947 -8.905202 -2.853509 -0.1257 0.0384 0.1993 0.390
H -2.440748 3.815676 1.553267 -0.1189 0.2847 -0.3306 0.423
C -6.669476 4.760556 2.156753 0.0000 0.2442 0.0352 0.339
C -6.057475 6.973975 1.521609 -0.0543 -0.0179 0.1174 -0.467
H 10.283977 6.026469 4.321564 -0.0180 0.0053 -0.0256 0.439
C -0.767810 -5.390023 -7.708262 0.1776 -0.1267 -0.1161 0.374
H 6.656911 3.200725 4.365009 0.0130 -0.0101 -0.0082 0.419
H 7.633670 5.220071 -0.870335 0.0020 -0.0112 0.0257 0.429
H -6.636713 -7.877714 -5.459656 0.0262 0.0761 -0.1366 0.326
C -8.982992 -8.574091 -0.764361 -0.0389 -0.0034 0.0485 -0.506
C -8.504599 -7.466756 -1.450541 -0.0093 -0.1300 0.0183 -0.404
F -6.364244 -9.065226 -3.881515 0.0027 -0.2325 0.2846 -0.317
C 3.373618 3.983629 4.108960 -0.2632 0.0539 0.0993 -0.365
C -3.955755 2.574641 3.062732 0.0410 -0.6661 0.7455 -0.563
H 2.451065 3.976333 4.672464 -0.0205 -0.0348 -0.0076 0.379
H 11.639452 7.561543 0.830054 0.0498 0.0227 0.0542 0.400
H 0.573288 -8.427583 -8.236366 -0.0042 -0.0187 0.0247 0.358
H -3.026546 -1.695847 5.906424 0.3552 -0.0526 0.2452 0.342
H -5.538766 5.204415 0.400128 -0.0398 -0.0207 -0.0078 0.468
C -7.315898 5.228302 3.282059 -0.0918 -0.1430 0.1510 -0.382
H -2.360712 -5.582760 -2.591923 0.0079 -0.0239 -0.0008 0.425
C 0.414430 -7.361896 -8.325835 0.0348 0.1160 -0.0563 -0.410
H -1.192755 -7.313567 -6.885882 -0.0237 0.0301 -0.0017 0.455
H 6.638671 4.052727 2.047031 -0.0584 -0.0117 0.0000 0.415
C 4.559771 3.528861 4.665488 0.1136 0.0364 -0.1271 -0.542
H -4.625876 -0.155813 6.326159 -0.1621 0.1696 0.3314 0.325
H 1.971577 -7.091559 -9.775245 0.0071 -0.0077 -0.0028 0.370
H 0.633562 -0.709054 0.514763 -0.0383 0.0135 -0.0217 0.483
C -0.004103 -4.624899 -8.565219 -0.0454 0.2287 -0.0195 -0.543
H 8.529237 7.197805 -2.082257 -0.0158 -0.0149 -0.0189 0.361
H 0.207397 4.004192 2.073908 0.2599 0.3219 -0.4399 0.472
C 8.506053 5.748316 -0.508618 -0.2029 -0.1184 -0.0659 -0.381
H -7.661457 -7.980956 -7.723079 -0.0114 -0.0220 0.0196 0.398
H -8.823894 -6.473479 -1.167054 0.0167 0.0275 -0.0017 0.355
H -2.589328 -0.760980 4.448625 0.4885 0.0223 -0.0537 0.151
C -0.625468 4.039181 2.748697 -1.0329 -0.3761 0.3540 -0.676
C -8.574674 -9.848829 -1.132188 -0.0062 0.1420 -0.0179 -0.361
C -7.692347 -10.020448 -2.188123 0.0688 -0.2108 -0.0718 -0.469
C 10.141964 7.501131 -0.699858 0.0090 0.0263 -0.0195 -0.543
C -1.275839 2.068340 1.482205 -0.0665 -1.0029 -1.1422 0.206
C 11.776959 7.550463 4.449265 0.0182 0.0082 0.2197 0.527
H 4.508487 4.846034 1.037892 -0.0226 0.0123 0.0096 0.417
C 10.934827 6.590828 4.974563 -0.0955 -0.0854 -0.1709 -0.279
C -4.508303 -0.250759 5.257145 0.7511 -0.2460 0.5244 -0.322
H -7.803276 4.531657 3.950969 0.0214 -0.0227 -0.0115 0.434
C -0.575370 -6.749127 -7.572230 -0.1379 -0.1359 0.1424 -0.259
C 10.940181 6.373659 6.344428 0.0859 0.0868 0.0167 -0.476
H -0.972493 5.038801 2.962984 0.1520 0.4782 -0.1645 0.398
H 0.459832 -0.211054 2.923893 -0.0169 0.0097 0.0213 0.394
H -7.819811 6.974559 4.410802 -0.0232 -0.0111 0.0159 0.364
H -7.222757 -6.778117 -3.044662 0.0221 -0.0216 -0.0115 0.422
C 1.978821 -3.209651 3.088474 -0.0774 0.1346 -0.1449 0.473
C -6.036997 5.609646 1.271424 0.1264 -0.0924 -0.1676 -0.283
C -2.704382 -3.873495 -3.838854 -0.0909 0.0134 -0.0468 -0.505
C 12.615218 8.300184 5.248717 0.1360 0.1512 -0.0899 -0.567
H 13.262787 9.041861 4.800596 -0.0208 -0.0006 -0.0254 0.409
C -2.255118 -2.615415 -4.214565 0.0349 -0.1032 0.1028 -0.536
H -0.187945 -3.561793 -8.645461 -0.0096 -0.0022 0.0336 0.403
C 9.137009 5.325523 0.643045 0.0896 0.1908 -0.1183 0.402
F 8.644373 4.254296 1.306015 0.1304 -0.0071 -0.0473 -0.364
F -6.651109 3.432882 1.915099 -0.0528 -0.0484 -0.0249 -0.357
H 1.601691 -4.658043 -9.979714 -0.0053 0.0272 -0.0124 0.359
H -3.670173 -5.186862 -6.907793 -0.1223 -0.0614 0.0087 0.520
H -2.794454 -2.047920 -4.960787 -0.0025 0.0250 -0.0060 0.382
C -0.221992 3.461121 4.015144 0.6656 -1.0893 2.5358 0.297
C -7.614967 -7.628510 -2.502172 0.0766 0.1883 -0.1280 -0.274
C -0.433619 -2.826184 -2.694677 -0.1987 -0.0942 -0.0780 0.476
C 1.395280 -2.039699 3.530132 -0.0157 0.0445 0.2113 -0.781
C 0.989479 -5.244243 -9.308452 -0.0344 -0.1288 0.0477 -0.355
C -4.311145 1.145447 3.405343 0.3797 0.9076 -0.2039 -0.730
H -6.662230 -6.697324 -9.583414 0.0015 0.0003 -0.0078 0.372
C 4.540925 4.477838 2.055021 -0.0478 0.0877 -0.2079 -0.610
N -0.911270 1.150310 0.883446 -0.2365 0.8540 0.5325 -0.495
H 10.538723 8.356511 -1.229601 0.0001 0.0089 -0.0089 0.381
H -9.673658 -8.444647 0.057686 -0.0053 0.0049 0.0082 0.369
H -6.709124 8.529620 2.843967 -0.0027 0.0097 0.0055 0.384
F -1.734689 -4.792039 -6.979513 0.3311 0.1578 0.0076 -0.207
H -5.327208 0.948143 3.068888 -0.2306 -0.3004 -0.1054 0.479
F 2.229848 4.892674 2.250300 0.1072 -0.0006 0.0697 -0.289
H 10.718174 5.601824 2.046400 0.0325 -0.0457 0.0177 0.491
C -6.222252 -7.318870 -6.283174 -0.1606 -0.0169 0.0636 -0.043
H -4.257361 2.829838 2.057336 0.1147 0.0695 -0.3825 0.455
C 9.014434 6.849254 -1.180929 0.1072 0.0314 0.0821 -0.348
C -1.834623 3.220479 2.219371 1.2232 -0.4451 0.3674 0.269
C 10.761598 7.058142 0.461171 -0.1842 -0.0315 -0.3045 -0.502
C 1.600896 -2.598541 0.814585 0.0394 0.0140 0.3287 -0.222
F 2.451939 -4.091177 3.997224 0.0034 -0.0091 0.0070 -0.333
```
Positions in Å, forces in eV/Å.

Values from the calculation:
LUMO energy (eV): 0.43
Highest occupied orbital energy (eV): -8.61
Net charge: 0
E_tot (eV): -96748.4926
F_max (eV Å⁻¹): 2.84
SMILES string: CCOCCO[C@H](C#N)CC#N.Fc1ccccc1.Fc1ccccc1.Fc1ccccc1.Fc1ccccc1.Fc1ccccc1.Fc1ccccc1.Fc1ccccc1.Fc1ccccc1.Fc1ccccc1
Gap between HOMO and LUMO (eV): 9.05

---

No. 2
ORCA calculation (wB97M-V/def2-TZVPD) on a single C20H20FN3OS molecule.

Structure (XYZ):
```
46
Properties=species:S:1:pos:R:3:forces:R:3:mulliken_charge:R:1
O -1.062714 -0.658772 1.827396 -0.0752 -0.0689 0.0947 -0.593
C 3.104299 -0.737486 3.655947 -0.2697 0.2162 -0.1748 0.632
H -3.828587 -2.025089 -2.317558 -0.0563 -0.0770 0.0216 0.459
C -1.149201 3.630414 -2.581437 -0.0205 -0.0225 0.0165 -1.877
C 1.248362 -0.166688 -0.370001 0.1854 -0.1712 0.1972 0.199
N 2.896761 -1.366468 2.515942 0.5880 -0.5863 0.0287 -1.255
F 0.446231 -2.306499 -3.162199 -0.0169 -0.0094 -0.0027 -0.416
H -2.262294 -2.527467 -2.947401 0.0257 -0.1018 -0.0177 0.371
C -0.862994 0.530499 1.920376 -0.4879 0.0616 0.0685 0.574
H 2.109759 1.011674 4.621868 -0.1017 0.1492 0.1821 0.394
H 4.697329 -2.015265 4.190301 0.0775 -0.0608 0.0287 0.341
H 4.868844 -0.349742 4.776157 0.0806 -0.0102 0.0416 0.277
H 3.728969 -1.443087 5.561411 0.0484 -0.0440 0.0738 0.269
C 1.042769 -2.879492 -0.957090 -0.0534 0.0999 -0.2078 -0.804
C -2.193351 0.110891 -3.532191 0.0168 -0.0378 0.0808 -0.787
C -1.810327 1.437347 -3.621595 0.0119 -0.0313 0.0294 -0.923
H -2.194193 -0.236252 -0.192674 0.0361 -0.0565 0.1375 0.239
H 1.614991 -3.195064 1.087616 0.0055 -0.0770 0.0652 0.513
H 0.956690 -3.924360 -1.209516 -0.0038 -0.1014 -0.0437 0.445
H 1.345202 0.884868 -0.146491 0.0172 0.0791 0.0306 0.542
C -1.729578 1.582829 -1.243084 -0.0277 0.0448 0.2972 1.518
H -1.094014 3.951645 -3.618119 0.0235 0.0485 -0.0393 0.388
H 0.699262 0.157266 -2.422310 -0.0698 0.0817 -0.1044 0.575
C 0.892211 -0.563964 -1.644529 -0.0009 -0.3027 -0.1406 -0.506
C -1.913329 1.577806 1.606261 0.0572 0.0900 -0.6432 -1.089
C -2.103100 0.253600 -1.147902 -0.1646 -0.0278 -0.1575 -0.289
H -1.690878 1.895362 -4.593058 0.0124 0.0683 -0.0957 0.343
H 0.391481 2.067499 2.437072 0.0029 -0.1674 -0.1385 0.318
H -2.875715 1.112965 1.399256 0.0861 -0.0517 0.1382 0.462
C 4.166041 -1.163552 4.603972 -0.0314 -0.0211 -0.0478 -1.151
N 0.330354 1.070211 2.289826 0.4180 0.1927 0.2381 -0.069
H -2.366796 -0.460891 -4.431423 -0.0078 -0.0782 -0.1138 0.397
H -0.173153 3.770006 -2.115956 0.0947 0.1138 -0.0134 0.364
C 2.196709 0.330441 3.800664 -0.1365 0.0049 -0.3287 -1.082
H -2.017010 2.284157 2.430830 -0.0267 -0.0120 -0.0125 0.516
N 1.893461 -0.734004 1.898246 -0.1765 0.7255 0.5579 1.132
H -2.492978 -2.329517 -1.201890 0.0059 -0.0861 0.0474 0.326
H -1.855849 4.267946 -2.050034 -0.0178 0.1326 -0.0066 0.413
C 0.790076 -1.915728 -1.916797 0.1088 0.1277 0.1728 0.282
C -2.341130 -0.495420 -2.292922 -0.0336 0.0888 -0.0341 0.166
S -1.409932 2.599991 0.181040 -0.1753 0.1650 0.1113 -0.133
C -1.571155 2.198107 -2.487844 0.0380 0.0020 0.0576 0.746
C 1.434290 0.297369 2.654509 0.1514 -0.2594 0.3230 0.256
C 1.401499 -2.475778 0.313965 -0.0277 0.2525 0.1253 -0.480
C -2.750781 -1.930938 -2.180304 -0.0612 -0.0144 -0.0396 -1.824
C 1.493468 -1.121368 0.611670 -0.0493 -0.2675 -0.8033 -0.181
```
Positions in Å, forces in eV/Å.

Values from the calculation:
LUMO energy (eV): 0.34
Highest occupied orbital energy (eV): -8.26
Net charge: 0
E_tot (eV): -41135.9198
F_max (eV Å⁻¹): 0.93
SMILES string: Cc1ccc(C)c(SCC(=O)Nc2cc(C)nn2-c2ccc(F)cc2)c1
Gap between HOMO and LUMO (eV): 8.59
Energy above the lowest of the compared OMol25 structures with the same formula, charge and spin (eV): 0.000

---

No. 3
ORCA calculation (wB97M-V/def2-TZVPD) on 2 unconnected molecules or ions with the total composition C7H5ClNO2S2 at a distorted geometry.

Structure (XYZ):
```
18
Properties=species:S:1:pos:R:3:forces:R:3:mulliken_charge:R:1
S 2.395633 -2.029746 2.167115 1.5085 -0.0779 -1.6085 0.672
C -0.403982 2.316720 -0.740316 0.9569 0.7186 0.9080 -0.280
H -0.581379 3.334554 -1.045654 -0.0335 0.1426 -0.3544 0.365
O 2.485414 -0.652539 2.598787 -0.2471 -0.3334 0.0293 -0.422
Cl -2.763150 -2.327947 -0.377379 -0.9394 -0.0772 0.1433 -0.359
C -0.889108 -2.444908 -0.857096 1.1606 0.3623 1.3475 -0.375
S -0.127316 -1.885685 0.812443 -0.1163 -0.7409 -0.0970 -0.154
C -0.074019 -0.207302 0.404154 -1.6973 -1.8349 -3.6911 0.610
C 0.155154 0.853496 1.143492 -0.4200 2.8730 -0.3205 -0.251
H -0.984936 -1.498414 -2.524421 0.1096 1.2960 -0.1015 0.269
H -0.101809 2.989500 1.305055 0.5572 -0.7584 -0.9456 0.221
H 0.107753 0.726599 2.157604 0.7814 0.0030 2.5884 0.499
O 3.359451 -2.415683 1.126091 -1.1923 0.3000 1.4014 -0.445
C 0.014806 2.135865 0.582838 -1.2227 0.9389 0.6105 -0.656
C -0.526401 -0.011335 -0.961140 1.6271 -1.6559 -0.3300 -0.043
N -0.634834 -1.266333 -1.602417 -0.0710 -0.1751 -0.0643 -0.211
C -0.558791 1.233473 -1.584016 -0.6643 -1.9006 0.9706 -0.789
H -0.872484 1.149684 -2.605143 -0.0972 0.9198 -0.4861 0.349
```
Positions in Å, forces in eV/Å.

Values from the calculation:
LUMO energy (eV): 2.53
Highest occupied orbital energy (eV): -3.48
Net charge: -1
E_tot (eV): -47117.4003
F_max (eV Å⁻¹): 4.46
Gap between HOMO and LUMO (eV): 6.01
Energy above the lowest of the compared OMol25 structures with the same formula, charge and spin (eV): 0.380